# C33H33N8O5PdS

A structure of composition C33H33N8O5PdS (the ωB97M-V functional and the def2-TZVPD basis, the OMol25 dataset).

```
81
Properties=species:S:1:pos:R:3:forces:R:3
C -0.1652 1.7005 -4.9056 0.00 -0.02 -0.01
H 4.2908 -6.3656 0.7952 0.00 -0.01 0.01
C -1.1155 0.8589 4.8290 -0.01 0.01 -0.02
H -1.8108 -2.0637 0.2693 0.01 0.02 -0.02
C -1.1953 4.0586 -0.8204 0.01 -0.01 -0.02
C 2.9296 -2.1586 0.4857 -0.01 0.06 -0.02
H -0.3592 0.0953 4.7039 0.00 0.00 0.00
C -2.1158 -1.5851 -0.6463 -0.08 -0.06 0.03
H -5.3498 -0.8366 -2.8387 0.00 0.01 0.00
H 7.4351 0.0179 -4.3297 0.00 0.00 0.00
Pd 0.8355 0.0452 0.2229 0.05 0.06 0.17
C 3.1860 0.7264 -1.7179 0.03 -0.02 -0.01
C -2.4634 1.8493 -3.3534 0.00 -0.01 0.03
C 6.4015 -0.8461 -2.9183 0.00 0.00 0.00
C -4.6657 -1.8252 -0.4439 0.00 0.03 -0.02
H 0.0280 -0.3062 -4.1494 0.02 -0.02 0.01
C -4.3540 -0.8309 -3.2728 0.00 0.00 0.01
H -4.4611 -2.1710 0.5654 -0.01 -0.01 0.00
C -2.0829 2.9257 -4.1409 0.01 0.01 0.01
H 0.7258 1.6370 -5.5168 0.00 0.00 0.01
N -2.0669 -0.4247 -2.5654 0.03 -0.06 0.06
H -5.1085 -2.6390 -1.0214 0.01 -0.02 0.01
H 2.5511 1.5879 -1.8828 0.00 0.00 0.00
H 2.9893 -6.1234 2.6052 0.00 0.00 -0.01
N -0.8618 0.7367 1.4430 -0.06 -0.04 -0.19
H -3.8707 3.5254 5.2722 0.00 0.00 0.00
H -2.6836 3.8255 -4.1385 -0.01 0.01 0.00
H 0.2341 -2.2236 2.3370 0.03 0.00 0.00
H 4.6668 1.2705 -3.1740 0.00 0.00 0.00
H -5.3864 -1.0101 -0.3838 0.01 0.01 0.01
H -3.3334 1.9140 -2.7128 -0.02 -0.02 -0.01
H -4.2926 -0.0196 -3.9923 0.01 0.02 0.00
C 1.7888 -3.7244 2.4081 0.04 -0.02 -0.02
H -0.4085 1.4717 6.7513 0.00 0.00 0.00
O 4.7073 -5.8160 1.4664 -0.01 0.01 -0.01
H 1.2928 -4.3150 3.1674 0.01 -0.01 0.00
H 7.2202 -0.8477 -2.1893 0.00 0.00 0.00
C 3.7223 -5.3493 2.3632 0.01 0.00 0.01
C -1.6984 0.6905 -3.3693 0.03 0.02 -0.03
C 1.1895 -2.5636 1.9540 0.01 -0.03 0.00
O -1.4896 -1.2221 2.7249 -0.05 -0.01 0.04
H -3.7949 2.1498 3.2141 -0.01 0.00 0.00
H -4.1661 -1.7806 -3.7781 0.00 0.00 0.00
H -1.3795 3.3670 7.8903 0.00 0.00 0.00
C 3.0099 -4.1109 1.8740 -0.03 0.02 -0.01
C 5.1159 -0.5834 -2.1859 -0.01 0.02 -0.01
O -0.0130 -0.7816 -1.5817 0.06 -0.06 -0.06
N -2.0623 2.7463 0.9849 -0.02 0.10 0.02
H -1.2585 4.9347 -1.4464 0.00 0.01 -0.01
C -2.0724 1.0512 3.8380 0.01 -0.02 0.05
C 3.5818 -3.3083 0.8951 0.00 -0.01 0.01
H 4.5323 -3.6004 0.4753 0.00 0.00 0.00
H 0.5227 3.1865 -1.7958 -0.02 0.00 0.01
N -2.1992 3.3333 7.3103 -0.01 -0.02 0.01
O -3.3114 0.1388 1.7546 0.02 -0.01 -0.04
C -2.0982 3.8204 0.2061 -0.02 -0.01 0.01
C 4.3546 0.5487 -2.4350 0.00 -0.02 0.00
S -2.0201 0.0799 2.3857 0.05 0.01 0.04
C -3.0615 2.0131 3.9955 0.01 0.02 0.01
N 2.7695 -0.1365 -0.7973 -0.06 0.04 -0.04
C 3.4872 -1.2397 -0.5499 -0.04 -0.02 0.05
H -2.8964 4.5266 0.4102 0.00 0.00 0.01
H -0.6394 3.7009 -5.5244 0.00 0.00 0.00
C -2.1374 2.6019 6.1468 0.00 0.01 0.00
H 6.3532 -1.8459 -3.3645 0.00 0.00 0.00
C -1.2624 -0.9582 -1.5819 0.00 0.12 0.06
H 4.2429 -5.1013 3.2908 -0.01 0.00 0.01
N -3.3925 -0.6098 -2.1987 -0.02 0.01 -0.02
O 6.5857 0.1494 -3.8990 0.01 0.00 0.00
C -3.0941 2.7817 5.1416 -0.01 -0.01 -0.02
C -0.9330 2.8581 -4.9131 0.00 0.00 0.01
H 5.2386 -2.3824 -1.0289 0.00 0.00 0.00
C -1.1452 1.6277 5.9727 0.01 0.00 0.00
C -1.0755 1.8845 0.7500 -0.04 -0.07 0.03
C -3.3963 -1.3599 -1.0582 0.02 -0.03 0.01
H -2.7522 4.1721 7.3105 0.00 0.01 0.00
C 4.6662 -1.4873 -1.2303 0.01 -0.02 0.00
C -0.5484 0.6068 -4.1448 -0.06 0.01 -0.01
N 1.7497 -1.8010 1.0140 -0.02 -0.01 -0.04
N -0.1401 2.0359 -0.2215 0.03 0.00 -0.10
C -0.2153 3.1022 -1.0053 0.06 0.02 0.04
```
Forces are in eV/Å.

Summary:
2S+1: 3
Frontier orbital gap (alpha / beta) in eV: 7.09 / 6.16
E_LUMO (alpha / beta) in eV: -2.72 / -3.67
M in u: 760.16
Charge: +1
Largest force on an atom in eV/A: 0.2
HOMO energy (alpha / beta) in eV: -9.81 / -9.83
ΔE to the lowest compared entry with this formula, charge and spin in kcal/mol: 0.0